(1)
Formula: C30H62FN2O2S2
Source: the OMol25 dataset
Level of theory: ωB97M-V/def2-TZVPD

Positions of all 99 atoms, in Å:
C: 0.06 -5.63 4.53
C: 0.64 -4.38 5.31
C: -0.45 -3.52 6.07
C: -1.93 -3.80 5.64
C: -2.86 -2.61 6.11
C: -2.65 -1.30 5.28
C: -2.95 -1.46 3.74
C: -2.27 -0.24 2.98
C: -2.97 0.11 1.63
C: -2.06 0.95 0.65
C: -0.89 0.02 0.12
C: 0.05 0.76 -0.89
N: 1.29 -0.05 -1.25
F: 2.22 0.26 -0.27
C: 1.07 -1.52 -1.18
C: 2.16 -2.40 -1.89
C: 1.60 -3.89 -1.88
C: 2.05 -4.72 -0.62
C: 1.32 -4.33 0.73
C: 2.33 -3.51 1.64
C: 1.83 0.46 -2.56
C: 1.95 2.05 -2.62
C: 3.27 2.39 -3.42
S: 3.01 3.86 -4.51
C: 4.09 5.13 -3.73
S: 4.11 5.24 -2.07
N: 4.80 5.96 -4.63
C: 5.50 7.07 -3.96
C: 6.33 7.87 -5.02
O: 7.18 7.07 -5.86
C: 7.20 5.71 -5.45
C: 5.75 5.10 -5.41
H: 0.91 -6.18 4.08
H: -0.54 -6.27 5.21
H: -0.59 -5.25 3.71
H: 1.35 -4.78 6.07
H: 1.23 -3.71 4.63
H: -0.16 -2.44 6.01
H: -0.37 -3.80 7.15
H: -2.08 -3.96 4.55
H: -2.31 -4.72 6.17
H: -2.56 -2.38 7.16
H: -3.94 -2.90 6.15
H: -3.32 -0.48 5.65
H: -1.61 -0.89 5.38
H: -2.53 -2.38 3.29
H: -4.05 -1.47 3.56
H: -1.18 -0.51 2.86
H: -2.28 0.61 3.72
H: -3.85 0.77 1.87
H: -3.30 -0.79 1.06
H: -2.69 1.29 -0.21
H: -1.63 1.85 1.13
H: -0.27 -0.21 1.02
H: -1.38 -0.89 -0.28
H: 0.32 1.73 -0.42
H: -0.51 0.93 -1.85
H: 0.09 -1.80 -1.64
H: 1.11 -1.79 -0.10
H: 2.35 -2.16 -2.96
H: 3.14 -2.43 -1.35
H: 0.48 -3.86 -1.86
H: 1.88 -4.43 -2.82
H: 1.78 -5.79 -0.83
H: 3.16 -4.69 -0.57
H: 0.42 -3.70 0.50
H: 0.95 -5.23 1.25
H: 3.38 -3.55 1.26
H: 2.32 -3.93 2.67
H: 2.07 -2.42 1.72
H: 2.85 0.08 -2.78
H: 1.10 0.18 -3.36
H: 1.06 2.52 -3.07
H: 2.13 2.42 -1.58
H: 4.15 2.54 -2.74
H: 3.58 1.56 -4.11
H: 6.17 6.74 -3.13
H: 4.73 7.74 -3.54
H: 6.98 8.59 -4.46
H: 5.63 8.42 -5.69
H: 7.68 5.56 -4.45
H: 7.80 5.08 -6.15
H: 5.82 4.05 -5.01
H: 5.35 5.01 -6.45
C: -5.45 2.22 -1.45
C: -5.50 0.76 -1.07
O: -6.26 0.51 0.11
C: -7.63 0.88 0.06
C: -8.42 0.18 -1.03
H: -5.04 2.82 -0.64
H: -4.82 2.36 -2.34
H: -6.44 2.62 -1.69
H: -4.49 0.41 -0.85
H: -5.87 0.14 -1.89
H: -7.72 1.97 -0.03
H: -8.05 0.62 1.03
H: -8.05 0.42 -2.02
H: -9.47 0.48 -0.98
H: -8.36 -0.90 -0.90

## Properties
Total charge = +1
Kohn-Sham gap = 8.20 eV
Lowest unoccupied orbital energy = -2.6 eV
Energy above the lowest of the compared OMol25 structures with the same formula, charge and spin = 39.8 kcal/mol
HOMO energy = -10.7692 eV

(2)
Formula: C30H62I2N2O8S7
Source: the OMol25 dataset
Level of theory: ωB97M-V/def2-TZVPD

Positions of all 111 atoms, in Å:
C: -2.20 5.03 4.48
O: -3.48 5.29 3.76
C: -3.15 5.31 2.30
C: -4.30 6.05 1.39
C: -4.31 5.62 -0.19
C: -5.37 4.39 -0.54
C: -5.40 3.26 0.64
C: -6.63 3.36 1.75
C: -6.77 2.31 3.03
N: -7.93 2.53 3.96
C: -7.87 1.51 5.06
C: -6.74 0.35 5.25
N: -5.62 0.13 4.27
C: -5.64 1.14 3.16
C: -4.41 1.04 2.04
C: -4.23 2.07 0.76
C: -3.00 2.01 -0.33
I: -1.11 1.55 0.73
C: -3.26 1.01 -1.60
C: -2.20 1.49 -2.80
I: -2.64 -1.05 -1.09
H: -1.77 6.10 4.77
H: -1.40 4.48 3.81
H: -2.36 4.37 5.45
H: -2.92 4.20 2.00
H: -2.13 5.92 2.18
H: -5.38 5.88 1.82
H: -4.06 7.22 1.43
H: -4.73 6.56 -0.79
H: -3.25 5.39 -0.64
H: -5.06 3.82 -1.54
H: -6.50 4.79 -0.66
H: -7.43 4.23 1.61
H: -8.71 1.58 5.90
H: -6.81 -0.38 6.18
H: -3.58 0.18 2.12
H: -2.84 3.10 -0.79
H: -4.33 1.09 -2.07
H: -2.73 1.66 -3.84
H: -1.63 2.49 -2.51
H: -1.35 0.68 -2.96
C: -1.62 -4.29 3.62
S: -1.18 -2.69 2.90
O: -2.45 -2.06 2.41
C: -0.32 -3.37 1.46
H: -2.21 -4.12 4.52
H: -2.21 -4.87 2.91
H: -0.71 -4.84 3.88
H: -0.99 -4.00 0.89
H: 0.55 -3.94 1.80
H: 0.02 -2.53 0.84
C: 3.35 -3.34 -1.26
S: 2.75 -1.64 -1.10
O: 1.34 -1.70 -0.61
C: 2.69 -1.30 -2.88
H: 3.43 -3.77 -0.26
H: 2.65 -3.93 -1.85
H: 4.33 -3.34 -1.73
H: 2.03 -2.02 -3.37
H: 3.69 -1.37 -3.30
H: 2.30 -0.29 -3.03
C: -3.23 -5.29 9.10
S: -2.98 -4.44 7.52
O: -1.96 -5.23 6.75
C: -2.14 -3.00 8.21
H: -3.72 -6.25 8.91
H: -2.27 -5.46 9.59
H: -3.88 -4.68 9.74
H: -1.25 -3.32 8.76
H: -2.82 -2.47 8.88
H: -1.85 -2.34 7.39
C: 2.25 2.49 -0.83
S: 2.50 3.33 -2.41
O: 3.52 2.55 -3.19
C: 3.34 4.78 -1.72
H: 1.77 1.53 -1.03
H: 3.21 2.32 -0.34
H: 1.61 3.10 -0.19
H: 4.24 4.46 -1.17
H: 2.66 5.31 -1.05
H: 3.64 5.44 -2.54
C: -3.45 -4.94 -5.67
S: -1.99 -4.25 -4.85
O: -0.85 -5.20 -5.09
C: -2.58 -4.52 -3.16
H: -3.29 -4.91 -6.75
H: -3.60 -5.98 -5.35
H: -4.33 -4.35 -5.42
H: -2.79 -5.59 -3.01
H: -3.49 -3.94 -3.00
H: -1.81 -4.20 -2.47
C: 6.43 1.77 -4.32
S: 7.80 1.10 -5.29
O: 8.51 0.10 -4.42
C: 8.79 2.61 -5.29
H: 5.70 0.98 -4.15
H: 6.80 2.13 -3.35
H: 5.96 2.59 -4.87
H: 9.01 2.92 -4.27
H: 8.24 3.40 -5.81
H: 9.72 2.42 -5.82
C: 10.02 -4.37 -3.52
S: 10.27 -3.53 -5.10
O: 11.29 -4.32 -5.87
C: 11.11 -2.09 -4.40
H: 9.53 -5.33 -3.71
H: 10.98 -4.55 -3.03
H: 9.37 -3.77 -2.88
H: 12.00 -2.40 -3.85
H: 10.43 -1.56 -3.73
H: 11.40 -1.43 -5.22

## Properties
Total charge = 0
Kohn-Sham gap = 7.05 eV
Lowest unoccupied orbital energy = -1.0 eV
HOMO energy = -8.0398 eV

(3)
Formula: C30H62O8S
Source: the OMol25 dataset
Level of theory: ωB97M-V/def2-TZVPD

Positions of all 101 atoms, in Å:
C: 1.32 -4.71 -2.03
C: 0.24 -3.53 -2.01
C: 1.16 -2.33 -1.89
O: 2.26 -2.76 -1.08
C: 2.67 -4.13 -1.47
H: 1.45 -5.10 -3.05
H: 1.12 -5.59 -1.37
H: -0.37 -3.68 -1.11
H: -0.35 -3.47 -2.86
H: 0.77 -1.37 -1.40
H: 1.52 -2.16 -2.92
H: 2.98 -4.73 -0.62
H: 3.52 -4.04 -2.14
C: 2.30 3.71 3.51
C: 1.49 4.14 2.30
C: 0.17 3.34 2.42
O: 0.04 2.91 3.81
C: 1.25 3.25 4.53
H: 2.95 4.44 3.96
H: 3.00 2.90 3.27
H: 2.14 4.16 1.35
H: 1.18 5.16 2.43
H: 0.10 2.43 1.84
H: -0.66 4.11 2.26
H: 1.58 2.37 5.04
H: 1.02 4.09 5.24
C: -2.29 0.18 2.94
C: -3.48 0.95 3.53
C: -4.57 0.70 2.56
O: -4.01 0.77 1.26
C: -2.62 0.31 1.42
H: -2.29 -0.82 3.35
H: -1.24 0.55 3.09
H: -3.37 2.01 3.44
H: -3.76 0.67 4.56
H: -5.42 1.39 2.59
H: -4.93 -0.35 2.88
H: -1.98 1.06 0.93
H: -2.56 -0.63 0.79
C: -4.16 4.24 1.24
C: -4.04 3.91 -0.26
C: -5.24 4.54 -0.99
O: -6.02 5.08 0.10
C: -5.67 4.34 1.26
H: -3.75 5.20 1.55
H: -3.62 3.50 1.82
H: -4.11 2.76 -0.40
H: -3.06 4.21 -0.60
H: -5.80 3.78 -1.55
H: -5.08 5.40 -1.73
H: -6.24 3.32 1.15
H: -6.04 4.91 2.08
C: -0.07 -3.10 2.71
C: -1.32 -3.99 2.78
C: -0.84 -5.33 2.14
O: 0.23 -4.99 1.23
C: 0.90 -4.04 1.99
H: 0.36 -2.84 3.64
H: -0.31 -2.20 2.13
H: -2.05 -3.43 2.14
H: -1.78 -4.17 3.71
H: -1.69 -5.74 1.60
H: -0.52 -6.09 2.85
H: 1.69 -3.57 1.30
H: 1.55 -4.50 2.75
C: 7.17 -1.42 -3.48
C: 5.80 -1.91 -4.05
C: 4.77 -1.12 -3.28
O: 5.52 -0.16 -2.44
C: 6.78 -0.02 -3.05
H: 8.01 -1.56 -4.25
H: 7.53 -2.09 -2.67
H: 5.65 -2.94 -3.93
H: 5.75 -1.64 -5.13
H: 4.08 -1.69 -2.61
H: 4.13 -0.50 -3.90
H: 7.46 0.43 -2.28
H: 6.75 0.65 -3.92
C: -3.75 -0.12 -3.15
C: -3.16 0.05 -1.77
C: -1.70 0.39 -2.16
O: -1.42 -0.43 -3.27
C: -2.60 -0.70 -3.97
H: -3.91 0.93 -3.43
H: -4.60 -0.80 -3.28
H: -3.25 -0.91 -1.19
H: -3.48 0.90 -1.14
H: -1.05 0.23 -1.34
H: -1.46 1.46 -2.39
H: -2.76 -1.74 -4.15
H: -2.63 -0.26 -5.03
C: 2.99 1.12 -1.74
S: 2.66 1.60 -0.11
O: 1.16 1.38 0.05
C: 3.59 0.30 0.68
H: 3.99 1.40 -1.92
H: 2.32 1.73 -2.32
H: 2.74 0.06 -1.93
H: 3.19 -0.62 0.22
H: 3.35 0.24 1.76
H: 4.67 0.37 0.61

## Properties
Total charge = 0
Kohn-Sham gap = 9.37 eV
Lowest unoccupied orbital energy = 0.6 eV
HOMO energy = -8.7638 eV

(4)
Formula: C30H63AgN3O17PbS
Source: the OMol25 dataset
Level of theory: ωB97M-V/def2-TZVPD

Positions of all 116 atoms, in Å:
Pb: -3.09 0.13 1.83
Ag: 0.67 -0.36 5.71
C: 7.86 -1.75 3.43
C: 7.14 -1.85 2.10
C: 6.38 -3.12 1.83
O: 7.23 -4.25 1.83
C: 6.78 -5.46 1.37
N: 6.18 -0.68 2.03
H: 5.60 -0.70 2.85
H: 6.66 0.20 1.96
H: 5.52 -0.85 1.27
H: 7.47 -2.58 4.03
H: 7.89 -0.87 4.07
H: 8.92 -1.94 3.27
H: 7.81 -1.75 1.24
H: 5.75 -3.06 0.94
H: 5.69 -3.21 2.67
H: 6.42 -5.38 0.34
H: 5.97 -5.84 1.99
H: 7.61 -6.16 1.34
C: 2.51 6.79 3.94
C: 1.81 6.64 2.62
C: 2.21 7.75 1.57
O: 1.73 7.54 0.24
C: 2.34 8.35 -0.80
N: 2.33 5.31 2.08
H: 1.85 5.01 1.24
H: 3.32 5.39 1.89
H: 2.38 4.53 2.71
H: 2.07 6.19 4.74
H: 2.28 7.82 4.20
H: 3.59 6.64 4.01
H: 0.73 6.58 2.75
H: 3.30 7.68 1.48
H: 1.99 8.79 1.79
H: 3.42 8.33 -0.69
H: 1.98 9.38 -0.79
H: 2.02 7.92 -1.76
C: 4.75 1.63 7.39
O: 3.87 1.49 6.35
H: 5.69 1.10 7.23
H: 5.02 2.68 7.53
H: 4.19 1.25 8.24
C: -7.80 -0.94 -2.43
C: -7.03 0.25 -1.81
C: -7.43 1.54 -2.63
C: -8.79 2.10 -2.45
C: -9.07 2.39 -0.97
C: -8.75 1.18 -0.06
N: -7.42 0.55 -0.41
O: -7.15 -0.57 0.50
C: -10.02 0.17 -0.12
C: -8.68 1.75 1.39
C: -5.50 0.12 -2.00
H: -7.74 -1.83 -1.81
H: -7.30 -1.19 -3.37
H: -8.85 -0.78 -2.68
H: -7.36 1.43 -3.71
H: -6.70 2.33 -2.49
H: -9.51 1.36 -2.80
H: -8.94 2.97 -3.08
H: -10.13 2.64 -0.93
H: -8.48 3.27 -0.70
H: -10.84 0.58 0.47
H: -9.86 -0.85 0.23
H: -10.27 0.05 -1.17
H: -8.79 1.01 2.18
H: -9.54 2.41 1.53
H: -7.76 2.30 1.56
H: -5.17 0.27 -3.03
H: -4.96 -0.75 -1.64
H: -4.91 0.94 -1.59
S: 0.99 -0.40 0.82
O: 1.40 -0.52 2.21
O: -0.02 -1.40 0.54
O: 0.27 0.87 0.64
O: 2.15 -0.44 -0.08
C: 3.48 3.71 -3.28
C: 2.64 2.76 -4.11
C: 1.14 2.99 -3.95
O: 0.78 3.36 -5.27
C: 1.79 3.33 -6.09
O: 1.69 3.39 -7.32
O: 2.83 2.91 -5.51
H: 3.42 3.50 -2.22
H: 3.06 4.71 -3.39
H: 4.50 3.58 -3.63
H: 2.88 1.73 -3.87
H: 0.84 3.67 -3.15
H: 0.83 1.95 -3.79
C: -0.38 -4.00 -4.46
C: 0.88 -3.19 -4.41
C: 2.07 -3.89 -3.88
O: 3.06 -3.49 -4.85
C: 2.58 -2.82 -5.85
O: 3.17 -2.26 -6.78
O: 1.28 -2.75 -5.71
H: -1.17 -3.38 -4.87
H: -0.55 -4.38 -3.45
H: -0.23 -4.85 -5.12
H: 0.80 -2.28 -3.83
H: 1.95 -4.96 -3.98
H: 2.26 -3.68 -2.82
C: 0.07 -8.73 3.90
C: -0.55 -8.02 2.68
C: 0.34 -6.89 2.12
O: 0.10 -7.11 0.72
C: -0.49 -8.27 0.49
O: -0.67 -8.77 -0.62
O: -0.68 -8.90 1.59
H: -0.15 -8.13 4.78
H: 1.16 -8.75 3.85
H: -0.45 -9.68 4.03
H: -1.52 -7.55 2.83
H: 1.37 -7.03 2.46
H: 0.00 -5.95 2.56

## Properties
Total charge = +2
Kohn-Sham gap (alpha / beta) = 2.02 / 2.06 eV
Spin multiplicity = 2
Lowest unoccupied orbital energy (alpha / beta) = -8.7 / -8.7 eV
HOMO energy (alpha / beta) = -10.7169 / -10.7481 eV